A molecular structure, C25H14BrCl2N5O3PbS. Source: OMol25; level of theory: ωB97M-V/def2-TZVPD.

The geometry in XYZ format:
```
52
Properties=species:S:1:pos:R:3:forces:R:3:nbo_charge:R:1
Pb -0.172 -0.843 0.320 0.124 -0.633 0.576 1.441
N 2.441 1.021 3.532 0.004 -0.056 -0.015 -0.505
C 1.631 0.414 4.483 -0.021 0.027 0.010 0.167
C 1.629 0.464 5.873 -0.003 -0.037 -0.002 -0.241
C 0.639 -0.258 6.506 0.008 0.023 0.004 -0.175
C -0.307 -1.008 5.786 -0.007 -0.003 -0.016 -0.194
C -0.297 -1.055 4.409 0.022 -0.009 0.020 -0.196
C 0.692 -0.320 3.757 -0.044 -0.011 0.017 0.077
N 0.945 -0.151 2.399 -0.023 0.149 -0.088 -0.552
C 1.986 0.650 2.318 0.000 0.007 0.009 0.387
C 2.510 1.085 1.029 0.012 0.024 0.009 0.063
C 3.493 1.987 0.761 -0.040 -0.013 -0.011 -0.405
S 3.635 2.207 -0.923 0.013 0.001 0.025 0.566
C 2.384 1.087 -1.172 0.024 -0.020 -0.010 -0.125
N 1.891 0.567 -0.085 0.089 0.078 -0.007 -0.490
H 3.228 1.619 3.720 -0.001 0.005 -0.004 0.435
H 2.361 1.032 6.430 -0.011 0.019 0.002 0.237
H 0.584 -0.242 7.585 0.017 -0.022 0.003 0.238
H -1.062 -1.557 6.331 0.000 -0.004 0.001 0.236
H -1.025 -1.636 3.861 -0.031 0.035 -0.008 0.226
H 4.113 2.538 1.449 0.009 0.003 0.002 0.268
H 2.024 0.847 -2.160 0.013 -0.017 -0.004 0.231
Cl 2.592 -5.606 -1.592 -0.012 -0.014 -0.029 0.272
C 1.769 -4.618 -2.645 0.004 0.000 -0.032 0.026
C 1.563 -4.950 -3.951 0.042 -0.069 0.087 -0.322
C 0.855 -4.074 -4.793 -0.025 -0.013 -0.133 0.188
Cl 0.617 -4.579 -6.369 0.025 0.038 0.072 0.264
C 0.338 -2.796 -4.370 -0.030 0.030 0.043 -0.125
C -0.348 -1.920 -5.220 -0.017 0.021 0.015 -0.082
C -0.812 -0.727 -4.705 -0.019 0.000 -0.019 -0.213
C -0.606 -0.450 -3.359 -0.041 -0.024 0.064 0.113
N 0.053 -1.278 -2.538 0.205 -0.010 -0.200 -0.414
C 0.522 -2.408 -3.034 -0.078 0.032 -0.089 0.121
C 1.264 -3.301 -2.083 -0.005 -0.064 0.043 0.538
O 1.456 -3.017 -0.934 0.153 -0.035 -0.226 -0.402
H 1.930 -5.885 -4.352 -0.005 -0.009 0.013 0.287
H -0.516 -2.172 -6.258 0.014 -0.003 -0.006 0.259
H -1.340 -0.019 -5.329 -0.012 -0.005 -0.001 0.267
H -0.978 0.456 -2.892 -0.004 0.021 -0.032 0.257
Br -2.997 6.034 -1.777 -0.021 -0.029 -0.012 0.109
C -3.411 4.468 -0.818 0.036 0.018 -0.002 -0.146
C -4.653 4.335 -0.203 -0.018 0.012 -0.021 0.055
N -4.993 3.269 0.513 0.011 0.036 -0.005 -0.380
C -4.100 2.298 0.646 0.014 -0.063 0.081 0.090
C -2.846 2.334 0.045 -0.163 -0.009 0.112 -0.235
C -2.490 3.447 -0.708 -0.037 -0.032 -0.048 -0.145
C -1.919 1.202 0.220 0.477 0.097 -0.364 0.796
O -2.061 0.337 1.111 -0.437 0.117 0.327 -0.717
O -0.909 1.099 -0.582 -0.233 0.391 -0.166 -0.830
H -5.395 5.119 -0.297 0.014 0.014 0.014 0.222
H -4.384 1.446 1.251 -0.008 0.002 -0.020 0.219
H -1.523 3.509 -1.186 0.014 0.006 0.021 0.238
```
Forces are in eV/Å.

## Properties
Molecular weight = 822.5 g/mol
E_LUMO = -9.63 eV
Total charge = +2
HOMO-LUMO gap = 0.1284 Eh
Energy above the lowest of the compared OMol25 structures with the same formula, charge and spin = 10.3 kcal per mole
2S+1 = 1
Highest occupied orbital energy = -13.124 eV

=====

A molecular structure, C25H14Cl4N5O4RuS. Source: OMol25; level of theory: ωB97M-V/def2-TZVPD.

The geometry in XYZ format:
```
54
Properties=species:S:1:pos:R:3:forces:R:3:nbo_charge:R:1
Ru 0.520 -0.175 -1.408 0.553 -0.004 -0.615 1.202
O -2.267 0.059 2.273 0.005 -0.018 0.022 -0.708
C -1.309 0.285 3.184 0.000 0.015 0.077 0.415
C -1.697 0.761 4.440 0.025 -0.005 -0.029 -0.315
C -0.751 1.025 5.414 -0.045 0.000 0.024 -0.210
C 0.601 0.816 5.157 -0.014 0.002 0.018 -0.290
C 0.984 0.353 3.911 0.040 -0.004 -0.029 -0.154
C 0.055 0.084 2.909 0.107 -0.027 -0.008 -0.211
C 0.500 -0.324 1.550 0.234 0.051 0.107 0.530
O -0.416 -0.451 0.638 -0.311 -0.024 -0.055 -0.798
N 1.774 -0.463 1.323 -0.191 0.008 -0.053 -0.422
N 1.982 -0.773 -0.013 -0.017 0.088 0.355 -0.376
C 3.131 -1.367 -0.302 0.137 -0.069 -0.083 -0.029
C 3.289 -1.920 -1.578 0.075 -0.016 0.047 0.079
C 4.474 -2.558 -2.041 -0.009 0.028 0.042 -0.246
C 4.500 -3.098 -3.294 0.004 -0.028 -0.046 -0.212
C 3.354 -3.017 -4.114 0.015 -0.016 -0.019 -0.368
C 2.244 -2.369 -3.599 -0.083 0.010 -0.066 0.085
N 2.192 -1.839 -2.391 -0.002 0.033 0.124 -0.463
H -1.773 -0.219 1.446 0.003 -0.002 -0.084 0.521
H -2.752 0.928 4.611 -0.033 0.011 0.020 0.216
H -1.071 1.396 6.381 -0.010 0.016 0.022 0.193
H 1.345 1.019 5.917 0.006 0.009 0.015 0.194
H 2.027 0.201 3.667 0.019 -0.013 -0.003 0.231
H 3.883 -1.466 0.474 -0.005 -0.008 -0.016 0.175
H 5.340 -2.602 -1.392 0.015 0.002 0.023 0.191
H 5.398 -3.588 -3.655 0.004 -0.006 -0.008 0.186
H 3.331 -3.437 -5.110 0.009 -0.015 -0.021 0.194
H 1.332 -2.269 -4.180 -0.006 -0.011 -0.039 0.196
Cl -5.838 -0.041 -4.052 -0.059 0.000 -0.022 -0.021
C -4.316 -0.622 -3.452 -0.021 0.018 -0.018 -0.122
C -4.056 -1.976 -3.381 -0.120 -0.053 -0.045 -0.105
Cl -5.257 -3.120 -3.902 -0.043 -0.019 -0.012 -0.024
C -2.828 -2.435 -2.893 0.092 -0.014 0.029 -0.146
Cl -2.489 -4.135 -2.798 0.025 -0.011 0.006 -0.020
C -1.834 -1.551 -2.468 -0.256 0.153 -0.059 0.273
O -0.681 -1.899 -2.012 0.094 -0.163 -0.013 -0.715
C -2.106 -0.144 -2.559 -0.088 -0.097 -0.020 0.321
O -1.151 0.672 -2.196 -0.126 0.140 0.033 -0.708
C -3.335 0.291 -3.040 0.083 -0.030 0.062 -0.158
Cl -3.627 2.002 -3.110 0.033 0.007 0.017 -0.019
S 1.781 1.150 -2.586 -0.125 -0.102 0.250 -0.356
N -3.645 3.825 2.527 0.116 -0.031 0.018 -0.357
C -2.598 3.525 2.154 -0.193 0.051 -0.040 0.316
C -1.280 3.207 1.685 0.044 0.033 0.120 -0.244
C -0.171 3.560 2.459 -0.022 -0.055 -0.148 -0.128
C 1.086 3.255 1.980 -0.046 -0.054 -0.072 -0.261
C 1.185 2.597 0.756 -0.036 0.043 0.012 0.083
N 0.129 2.250 0.032 0.055 0.098 0.070 -0.416
C -1.085 2.538 0.478 0.127 0.058 0.067 0.112
H -0.310 4.042 3.417 -0.018 0.007 0.013 0.219
H 1.974 3.486 2.552 0.009 0.001 0.003 0.214
H 2.145 2.319 0.331 0.005 0.006 0.017 0.223
H -1.910 2.212 -0.144 -0.059 0.007 0.014 0.234
```
Forces are in eV/Å.

## Properties
Molecular weight = 723.4 g/mol
E_LUMO (alpha / beta) = 4.43 / 4.42 eV
Total charge = -2
HOMO-LUMO gap (alpha / beta) = 0.1668 / 0.2294 Eh
Energy above the lowest of the compared OMol25 structures with the same formula, charge and spin = 19.5 kcal per mole
2S+1 = 6
Highest occupied orbital energy (alpha / beta) = -0.113 / -1.819 eV
<S²> = 8.80

=====

A molecular structure, C25H14N5RbSSe5. Source: OMol25; level of theory: ωB97M-V/def2-TZVPD.

The geometry in XYZ format:
```
51
Properties=species:S:1:pos:R:3:forces:R:3:nbo_charge:R:1
Rb -0.768 2.441 -1.499 0.001 0.079 -0.092 0.872
Se 1.937 -5.499 -0.601 0.005 -0.002 0.006 0.798
N 0.687 -4.582 0.299 0.016 0.009 0.005 -0.636
C 0.399 -3.533 -0.416 -0.051 -0.015 -0.021 0.231
C -0.552 -2.509 0.002 0.010 -0.037 0.038 -0.149
C -1.184 -2.546 1.244 0.020 0.007 -0.018 -0.132
C -2.017 -1.508 1.595 -0.012 0.013 -0.005 -0.267
C -2.185 -0.456 0.693 0.004 0.027 0.018 0.068
N -1.602 -0.415 -0.493 -0.023 -0.123 0.023 -0.403
C -0.799 -1.424 -0.844 0.007 0.052 -0.056 0.201
C -0.125 -1.320 -2.162 -0.006 -0.026 0.028 0.191
N -0.438 -0.262 -2.910 0.000 0.018 -0.020 -0.417
C 0.189 -0.084 -4.061 0.012 0.042 0.004 0.108
C 1.155 -0.976 -4.540 0.007 -0.040 0.020 -0.239
C 1.463 -2.083 -3.788 -0.004 0.014 -0.021 -0.137
C 0.813 -2.273 -2.564 0.002 0.010 -0.009 -0.144
C 1.095 -3.404 -1.691 0.041 0.032 0.015 0.140
N 1.955 -4.343 -1.971 -0.020 -0.008 -0.010 -0.617
H -0.985 -3.372 1.914 0.002 -0.003 -0.004 0.222
H -2.505 -1.477 2.559 0.000 0.003 -0.002 0.218
H -2.775 0.418 0.954 -0.006 -0.006 0.006 0.230
H -0.090 0.802 -4.623 0.003 -0.009 0.000 0.251
H 1.662 -0.764 -5.471 -0.006 0.007 -0.003 0.223
H 2.207 -2.801 -4.109 0.000 -0.005 0.010 0.217
Se -2.020 2.925 -4.836 0.015 0.017 -0.013 -0.765
Se 0.095 3.563 -5.626 0.005 -0.008 0.035 -0.170
Se 1.419 4.203 -3.790 0.005 -0.072 -0.013 -0.160
Se 2.546 2.306 -2.985 -0.030 0.021 -0.011 -0.778
S 0.303 0.359 3.490 -0.002 -0.010 -0.019 0.281
C 1.370 -0.392 2.350 -0.012 0.028 0.000 -0.158
C 2.158 -1.532 2.477 0.011 0.005 -0.002 -0.260
C 2.908 -1.935 1.386 -0.014 -0.008 -0.003 -0.238
C 2.883 -1.209 0.190 0.009 0.009 0.010 -0.231
C 2.102 -0.076 0.059 0.011 -0.017 0.008 -0.204
C 1.325 0.327 1.146 0.005 -0.027 -0.016 0.077
N 0.459 1.404 1.130 -0.046 0.088 0.014 -0.455
C -0.157 1.555 2.250 0.031 -0.042 0.040 0.172
C -1.216 2.541 2.548 -0.003 0.030 0.024 -0.227
C -1.384 2.919 3.889 0.012 -0.002 0.004 -0.213
C -2.391 3.799 4.240 -0.017 0.014 -0.015 -0.281
C -3.219 4.290 3.233 0.013 -0.014 0.005 -0.233
C -3.016 3.905 1.913 -0.001 0.005 -0.009 -0.286
C -2.014 3.011 1.477 0.013 -0.038 0.057 -0.318
H 2.176 -2.097 3.402 0.001 -0.003 -0.001 0.204
H 3.517 -2.829 1.457 0.001 -0.002 0.000 0.202
H 3.483 -1.539 -0.650 0.000 -0.002 0.001 0.215
H 2.081 0.508 -0.858 -0.004 0.004 0.002 0.268
H -0.714 2.546 4.661 0.001 -0.013 -0.009 0.188
H -2.522 4.104 5.272 -0.005 0.000 -0.001 0.185
H -4.021 4.980 3.487 0.003 0.005 0.000 0.181
H -3.689 4.335 1.171 -0.005 -0.004 0.000 0.175
```
Forces are in eV/Å.

## Properties
Molecular weight = 896.8 g/mol
E_LUMO = 3.34 eV
Total charge = -2
HOMO-LUMO gap = 0.1529 Eh
Energy above the lowest of the compared OMol25 structures with the same formula, charge and spin = 0.6 kcal per mole
2S+1 = 1
Highest occupied orbital energy = -0.819 eV